# C6H9NO2S

A single C6H9NO2S molecule (ωB97M-V/def2-TZVPD, the Open Molecules 2025 dataset).

Element x y z (Å)
C -3.012 1.762 -0.157
C -4.028 0.901 -0.199
C -1.725 -0.021 -0.243
C 1.016 -0.061 1.175
C 1.515 -1.294 -0.980
C 0.615 -0.290 -0.277
N -1.722 1.247 -0.179
O -3.676 -1.461 0.978
O -0.724 -0.839 -0.319
S -3.446 -0.810 -0.315
H -3.088 2.835 -0.094
H -5.074 1.129 -0.187
H 0.970 -0.998 1.725
H 2.029 0.329 1.220
H 0.342 0.654 1.638
H 1.473 -2.250 -0.466
H 2.539 -0.933 -0.978
H 1.192 -1.437 -2.007
H 0.597 0.666 -0.813

relative energy (zero: lowest compared OMol25 entry of this formula, charge and spin) = 49.7 kcal/mol
HOMO = -9.09 eV
E = -22786.2568 eV